(1)
DFT (ωB97M-V/def2-TZVPD) results for the molecule C3H4O3.

Last column: Mulliken charge in e.
Positions of all 10 atoms, in Å:
O: -1.91 -0.46 1.28  -0.45
C: -1.21 0.17 0.54  -0.03
C: -0.11 -0.43 -0.33  0.18
O: -0.11 0.20 -1.59  -0.53
C: 1.23 -0.20 0.37  -0.04
O: 1.63 0.93 0.53  -0.46
H: -1.29 1.27 0.43  0.31
H: -0.30 -1.50 -0.48  0.33
H: 0.26 1.08 -1.47  0.34
H: 1.82 -1.07 0.71  0.36

Output
SMILES = O=CC(O)C=O
Gap between HOMO and LUMO = 10.055 eV
Largest force on an atom = 0.539 eV/Å
Multiplicity = 1
E_HOMO = -0.36932 Ha

=====

(2)
DFT (ωB97M-V/def2-TZVPD) results for the molecule C3H4O3 in a non-equilibrium geometry.

Last column: Mulliken charge in e.
Positions of all 10 atoms, in Å:
O: 1.97 -1.38 0.15  -0.47
C: 1.12 -0.58 0.08  0.40
O: 1.24 0.95 -0.06  -0.38
C: -0.14 1.12 0.13  -0.32
C: -0.33 -0.34 -0.14  0.26
O: -1.24 -1.03 0.56  -0.50
H: -0.38 1.45 1.13  0.24
H: -0.56 1.85 -0.57  0.21
H: -0.17 -0.23 -1.34  0.21
H: -1.50 -1.81 0.04  0.35

Output
SMILES = O=C1OC[C@@H]1O
Gap between HOMO and LUMO = 10.731 eV
Largest force on an atom = 3.050 eV/Å
Multiplicity = 1
E_HOMO = -0.38190 Ha

=====

(3)
DFT (ωB97M-V/def2-TZVPD) results for a structure of composition C3H4O3 in a non-equilibrium geometry.

Last column: Mulliken charge in e.
Positions of all 10 atoms, in Å:
O: -1.72 -2.31 0.62  -0.26
C: -1.06 -1.41 0.39  0.39
O: 0.59 -0.90 1.10  -0.36
C: 1.15 0.08 0.55  -0.33
C: -0.43 0.89 -0.82  -0.33
O: -1.30 -0.02 -0.83  -0.36
H: 1.24 1.02 1.11  0.32
H: 1.90 -0.12 -0.23  0.31
H: -0.63 1.80 -0.23  0.31
H: 0.25 0.98 -1.67  0.32

Output
Gap between HOMO and LUMO = 9.748 eV
Largest force on an atom = 1.367 eV/Å
Multiplicity = 1
E_HOMO = -0.35883 Ha

=====

(4)
DFT (ωB97M-V/def2-TZVPD) results for a cluster of 2 separate species, C3H4O3 in total.

Last column: Mulliken charge in e.
Positions of all 10 atoms, in Å:
O: -1.33 -0.89 1.74  -0.47
C: -0.61 -0.24 1.04  0.74
C: 0.94 -0.31 0.90  -0.33
O: 1.18 0.59 0.01  -0.10
C: -0.01 1.28 -0.51  -0.09
O: -1.08 0.74 0.19  -0.29
H: 0.14 -2.29 -0.99  0.01
H: 0.71 -2.28 -0.51  0.02
H: -0.07 1.06 -1.57  0.25
H: 0.11 2.34 -0.31  0.26

Output
Gap between HOMO and LUMO = 9.128 eV
Largest force on an atom = 0.690 eV/Å
Multiplicity = 1
E_HOMO = -0.36055 Ha

=====

(5)
DFT (ωB97M-V/def2-TZVPD) results for the molecule C3H4O3 in a non-equilibrium geometry.

Last column: Mulliken charge in e.
Positions of all 10 atoms, in Å:
O: -0.41 -1.65 1.88  -0.44
C: 0.00 -1.18 0.85  -0.11
C: -0.66 0.03 0.26  0.14
O: -0.70 0.21 -1.16  -0.48
C: 0.15 1.07 -0.38  0.03
O: 1.41 0.74 -0.78  -0.53
H: 0.88 -1.60 0.32  0.25
H: -1.60 0.30 0.72  0.40
H: -0.08 2.14 -0.29  0.39
H: 1.02 0.05 -1.38  0.34

Output
SMILES = O=C[C@@H]1O[C@@H]1O
Gap between HOMO and LUMO = 10.850 eV
Largest force on an atom = 1.940 eV/Å
Multiplicity = 1
E_HOMO = -0.38005 Ha

=====

(6)
DFT (ωB97M-V/def2-TZVPD) results for the molecule C3H4O3S in a non-equilibrium geometry.

Last column: Mulliken charge in e.
Positions of all 11 atoms, in Å:
C: 1.50 -0.06 -0.53  0.03
C: -0.81 -0.34 -0.01  0.10
C: -2.03 0.42 0.06  -0.87
O: 4.06 0.47 -0.26  -0.45
O: 2.01 -1.28 -0.02  -0.31
O: 0.26 0.32 -0.14  -0.11
S: 2.93 0.04 0.49  0.42
H: -0.86 -1.42 0.22  0.36
H: -2.03 1.03 0.94  0.28
H: -3.07 -0.24 0.13  0.27
H: -1.96 1.06 -0.86  0.27

Output
Gap between HOMO and LUMO (spin up / spin down) = 8.289 / 6.970 eV
Largest force on an atom = 3.412 eV/Å
Multiplicity = 1
E_HOMO (spin up / spin down) = -0.31127 / -0.29015 Ha

=====

(7)
DFT (ωB97M-V/def2-TZVPD) results for the molecule C3H4O4 in a non-equilibrium geometry.

Last column: Mulliken charge in e.
Positions of all 11 atoms, in Å:
O: 0.96 -2.48 0.57  -0.50
C: 0.70 -1.45 0.03  0.46
O: 0.33 -1.23 -1.18  -0.38
C: 0.79 -0.06 0.68  0.52
O: 1.68 0.50 1.24  -0.45
C: -0.63 0.83 0.06  -0.41
O: -1.67 1.82 0.49  -0.48
H: 0.08 -2.00 -1.69  0.33
H: 0.13 1.43 -0.56  0.25
H: -1.15 0.15 -0.54  0.35
H: -1.23 2.50 0.91  0.30

Output
SMILES = O=C(O)C(=O)CO
Gap between HOMO and LUMO = 9.524 eV
Largest force on an atom = 4.960 eV/Å
Multiplicity = 1
E_HOMO = -0.34672 Ha

=====

(8)
DFT (ωB97M-V/def2-TZVPD) results for a structure of composition C3H4O4Pt in a non-equilibrium geometry.

Last column: Mulliken spin population.
Positions of all 12 atoms, in Å:
C: -0.27 -1.60 -1.95  0.45
C: -1.04 -0.31 -1.88  0.08
O: -2.42 -0.57 -2.14  0.08
C: -2.97 -1.59 -1.54  -0.02
O: 0.29 -2.12 -0.94  0.35
O: -4.18 -1.80 -1.61  0.13
O: -2.17 -2.25 -0.76  0.03
Pt: -5.52 -0.99 -2.14  1.72
H: -0.18 -2.08 -2.94  0.04
H: -0.70 0.39 -2.66  0.02
H: -0.93 0.13 -0.88  0.01
H: -1.18 -2.80 -0.48  0.11

Output
Gap between HOMO and LUMO (spin up / spin down) = 2.878 / 3.403 eV
Largest force on an atom = 12.821 eV/Å
Multiplicity = 4
⟨S²⟩ = 3.7753
E_HOMO (spin up / spin down) = -0.36014 / -0.47205 Ha
Net charge = +1

=====

(9)
DFT (ωB97M-V/def2-TZVPD) results for a cluster of 2 separate species, C3H4O5 in total in a non-equilibrium geometry.

Last column: Mulliken charge in e.
Positions of all 12 atoms, in Å:
C: -2.92 0.47 3.80  -0.58
C: -1.93 -0.43 3.83  -0.29
C: -0.49 -0.15 4.07  0.68
O: 0.43 -0.95 4.06  -0.45
O: -0.40 1.21 4.34  0.02
O: 0.95 1.55 4.51  -0.35
H: -3.94 0.13 3.62  0.26
H: -2.80 1.54 3.93  0.30
H: -2.12 -1.48 3.67  0.34
H: 2.14 1.56 5.58  0.45
O: 3.04 1.80 6.13  -0.18
O: 3.35 0.81 6.95  -0.20

Output
Gap between HOMO and LUMO (spin up / spin down) = 9.400 / 7.134 eV
Largest force on an atom = 4.183 eV/Å
Multiplicity = 1
E_HOMO (spin up / spin down) = -0.36348 / -0.38281 Ha

=====

(10)
DFT (ωB97M-V/def2-TZVPD) results for the molecule C3H4O6S in a non-equilibrium geometry.

Last column: Mulliken charge in e.
Positions of all 14 atoms, in Å:
C: 0.43 -0.01 0.68  -0.36
C: -0.39 -0.22 -0.66  -0.48
C: 0.88 -1.97 -0.32  1.14
O: 1.79 -4.08 -2.46  -0.51
O: 1.81 -1.76 -1.40  -0.38
O: 1.25 -1.21 0.75  -0.39
O: -0.41 -1.68 -0.69  -0.41
O: 1.03 -3.34 -0.11  -0.37
O: 3.50 -3.53 -0.84  -0.51
S: 2.18 -3.37 -1.30  1.06
H: 0.90 0.94 0.45  0.29
H: -0.16 0.02 1.64  0.30
H: -1.43 0.37 -0.63  0.31
H: 0.12 0.10 -1.56  0.31

Output
Gap between HOMO and LUMO = 12.108 eV
Largest force on an atom = 2.905 eV/Å
Multiplicity = 1
E_HOMO = -0.42249 Ha

=====

(11)
DFT (ωB97M-V/def2-TZVPD) results for the molecule C3H4OS in a non-equilibrium geometry.

Last column: Mulliken charge in e.
Positions of all 9 atoms, in Å:
C: -0.43 -0.91 -0.30  -0.19
C: -0.34 -0.85 1.05  -0.32
S: 0.22 0.80 1.35  -0.17
C: 0.45 1.22 -0.46  -0.26
O: 0.27 -0.13 -1.03  -0.33
H: -0.66 -1.92 -0.72  0.28
H: -0.78 -1.43 1.75  0.45
H: -0.23 1.86 -0.96  0.29
H: 1.50 1.36 -0.68  0.24

Output
SMILES = C1=CSCO1
Gap between HOMO and LUMO = 8.626 eV
Largest force on an atom = 6.199 eV/Å
Multiplicity = 1
E_HOMO = -0.28304 Ha

=====

(12)
DFT (ωB97M-V/def2-TZVPD) results for the molecule C3H4OS in a non-equilibrium geometry.

Last column: Mulliken charge in e.
Positions of all 9 atoms, in Å:
C: 0.06 0.34 1.05  -0.92
C: -0.50 -0.04 -0.27  -0.01
S: -0.16 -1.78 -0.75  -0.15
C: 0.32 -0.27 -1.40  0.37
O: 1.05 0.12 -2.22  -0.44
H: 1.06 -0.25 1.11  0.26
H: -0.61 0.12 1.92  0.29
H: 0.30 1.47 1.14  0.26
H: -1.51 0.28 -0.58  0.34

Output
SMILES = C[C@@H]1SC1=O
Gap between HOMO and LUMO = 10.322 eV
Largest force on an atom = 2.963 eV/Å
Multiplicity = 1
E_HOMO = -0.35481 Ha